This record from the OMol25 dataset describes a structure of composition C37H43BrN6O3SSeSiTi in a non-equilibrium geometry. The level of theory is wB97M-V/def2-TZVPD.

Last column: Löwdin charge in e.
Element x y z (Å)
Ti: -0.65 -0.24 0.01  0.65
O: 1.11 4.10 2.37  0.06
C: 1.60 3.10 3.16  -0.26
C: 2.45 3.49 4.20  -0.01
C: 2.95 2.52 5.05  -0.09
C: 2.62 1.18 4.88  -0.09
C: 1.79 0.81 3.84  -0.03
C: 1.28 1.76 2.96  -0.11
C: 0.45 1.37 1.78  -0.43
O: 0.35 -0.01 1.60  -0.27
N: -0.91 1.93 1.92  0.04
N: -1.77 1.23 1.03  -0.12
C: -2.90 1.77 0.88  -0.17
C: -3.92 1.24 -0.05  -0.61
Br: -3.64 -0.46 -0.80  0.90
C: -5.04 1.90 -0.36  -0.09
C: -5.42 3.26 0.05  -0.22
C: -6.77 3.52 0.32  -0.04
C: -7.18 4.78 0.70  -0.08
C: -6.26 5.81 0.79  -0.08
C: -4.92 5.58 0.49  -0.07
C: -4.50 4.31 0.12  -0.04
H: 0.36 3.76 1.85  0.08
H: 2.68 4.53 4.33  0.12
H: 3.61 2.82 5.86  0.10
H: 3.02 0.44 5.56  0.10
H: 1.55 -0.23 3.66  0.11
H: 0.89 1.84 0.87  0.13
H: -1.24 1.77 2.88  0.15
H: -3.15 2.66 1.44  0.14
H: -5.76 1.39 -0.99  0.11
H: -7.49 2.71 0.24  0.12
H: -8.22 4.97 0.91  0.10
H: -6.58 6.80 1.07  0.10
H: -4.20 6.38 0.53  0.11
H: -3.47 4.14 -0.17  0.12
N: 0.09 -4.19 -1.52  0.12
C: 1.35 -4.16 -2.16  -0.26
C: 2.19 -5.26 -2.15  -0.03
C: 3.41 -5.20 -2.81  -0.09
C: 3.79 -4.03 -3.45  -0.10
C: 2.95 -2.93 -3.43  -0.10
C: 1.71 -2.99 -2.80  -0.47
S: 0.60 -1.64 -2.87  0.99
N: -0.19 -1.82 -1.33  -0.35
C: -0.36 -3.05 -0.85  -0.37
C: -1.03 -3.19 0.40  -0.22
C: -1.30 -4.41 1.06  -0.03
C: -1.96 -4.41 2.25  -0.08
C: -2.37 -3.17 2.81  -0.07
C: -2.07 -2.02 2.13  -0.15
N: -1.42 -1.99 0.95  -0.06
H: -0.10 -5.06 -1.05  0.11
H: 1.89 -6.17 -1.63  0.11
H: 4.06 -6.06 -2.80  0.10
H: 4.75 -3.97 -3.96  0.10
H: 3.26 -2.00 -3.90  0.11
H: -0.99 -5.36 0.64  0.10
H: -2.17 -5.34 2.76  0.10
H: -2.90 -3.12 3.75  0.10
H: -2.34 -1.05 2.53  0.11
O: 2.11 -0.09 -0.54  -0.03
C: 2.97 -0.56 0.20  -0.47
C: 2.78 -1.88 0.90  -0.08
C: 3.73 -2.97 0.40  -0.18
C: 5.12 -2.92 1.02  -0.21
C: 5.91 -1.65 0.73  -0.19
C: 5.24 -0.37 1.22  -0.18
N: 4.14 0.09 0.40  0.09
H: 1.74 -2.16 0.74  0.10
H: 2.91 -1.74 1.98  0.12
H: 3.81 -2.92 -0.69  0.11
H: 3.28 -3.94 0.61  0.11
H: 5.70 -3.78 0.69  0.11
H: 5.02 -3.02 2.11  0.11
H: 6.09 -1.55 -0.35  0.12
H: 6.90 -1.72 1.19  0.11
H: 5.96 0.45 1.24  0.12
H: 4.90 -0.49 2.26  0.12
H: 4.23 0.95 -0.12  0.15
C: -1.74 0.19 -4.80  -0.24
Si: -1.64 1.75 -3.79  0.04
C: -0.69 3.03 -4.75  -0.24
C: -3.40 2.38 -3.62  -0.22
Se: -0.58 1.59 -1.85  0.38
H: -2.35 0.40 -5.68  0.03
H: -2.21 -0.63 -4.25  0.02
H: -0.76 -0.16 -5.13  0.01
H: -1.10 3.16 -5.75  0.03
H: 0.36 2.73 -4.85  0.02
H: -0.71 4.00 -4.25  0.02
H: -3.77 2.66 -4.61  0.03
H: -3.46 3.26 -2.97  0.02
H: -4.06 1.61 -3.23  0.00

LUMO (alpha / beta): -0.353 / -0.521 eV
Spin multiplicity: 3
Frontier orbital gap (alpha / beta): 5.24 / 6.61 eV


This record from the OMol25 dataset describes the molecule C5H10OS2 in a non-equilibrium geometry. The level of theory is wB97M-V/def2-TZVPD.

Last column: Löwdin charge in e.
Element x y z (Å)
C: 1.37 1.60 -1.10  -0.36
S: 0.39 1.55 0.42  0.91
C: -0.35 -0.13 0.31  -0.80
C: -1.63 -0.13 -0.62  -0.13
C: 0.57 -1.24 -0.14  -0.08
C: -0.71 -0.42 1.74  -0.85
O: 0.27 -0.18 2.63  -0.03
S: -2.12 -1.23 2.14  0.74
H: 0.79 1.07 -1.86  0.03
H: 2.28 1.02 -0.89  0.03
H: 1.63 2.61 -1.43  0.04
H: -1.30 -0.23 -1.66  0.07
H: -2.25 -1.00 -0.41  0.03
H: -2.25 0.78 -0.56  0.09
H: 0.09 -2.18 0.05  0.09
H: 1.51 -1.19 0.37  0.08
H: 0.78 -1.13 -1.25  0.10
H: 0.92 0.44 2.27  0.03

LUMO: 0.266 eV
Spin multiplicity: 1
Frontier orbital gap: 8.89 eV


This record from the OMol25 dataset describes a structure of composition C25H40BrCl3N3O3SiTm in a non-equilibrium geometry. The level of theory is wB97M-V/def2-TZVPD.

Last column: Löwdin charge in e.
Element x y z (Å)
C: 2.91 -2.58 -2.28  -0.09
C: 2.30 -1.81 -3.39  -0.22
H: 2.37 -3.53 -2.17  0.08
H: 2.82 -2.03 -1.32  0.03
H: 3.97 -2.80 -2.49  0.09
C: 2.10 -2.34 -4.61  -0.12
C: 2.45 -3.74 -4.98  -0.11
H: 1.73 -1.74 -5.43  0.08
H: 1.94 -4.48 -4.35  0.08
H: 3.54 -3.94 -4.93  0.08
H: 2.13 -3.89 -6.01  0.06
Tm: 0.90 0.01 1.88  0.71
Cl: 2.64 -0.69 3.43  -0.14
Cl: 2.48 1.27 0.35  -0.01
C: 0.36 3.09 1.96  -0.29
O: -0.10 1.93 2.21  -0.23
N: -0.44 4.12 1.74  -0.14
C: -1.87 3.80 1.57  -0.01
C: 0.09 5.32 1.07  -0.02
H: 1.45 3.23 1.86  0.12
H: -2.22 3.28 2.47  0.10
H: -2.01 3.14 0.70  0.08
H: -2.41 4.73 1.41  0.09
H: 1.03 5.61 1.56  0.10
H: -0.65 6.13 1.15  0.09
H: 0.29 5.12 0.00  0.11
H: -0.98 -5.13 4.21  0.10
H: -0.15 -3.59 1.01  -0.04
C: -1.78 -4.79 3.54  -0.03
C: -1.15 -3.97 1.30  -0.08
N: -1.35 -3.67 2.72  -0.15
H: -2.66 -4.54 4.15  0.09
C: -1.11 -2.46 3.24  -0.23
O: -0.62 -1.48 2.61  -0.23
H: -1.89 -3.48 0.67  0.10
H: -1.40 -2.36 4.30  0.13
H: -2.03 -5.63 2.87  0.09
H: -1.19 -5.05 1.17  0.08
O: 0.95 -0.41 -2.00  -0.37
C: 1.89 -0.38 -3.06  -0.28
C: 0.38 0.14 -5.05  -0.07
C: 1.43 0.51 -4.21  -0.18
H: -0.09 -0.83 -4.92  0.12
C: -0.07 1.04 -6.03  -0.08
H: 2.78 0.10 -2.62  0.13
C: 2.09 1.73 -4.39  -0.03
H: -0.91 0.75 -6.66  0.11
C: 0.55 2.28 -6.18  -0.10
C: 1.64 2.62 -5.37  -0.09
H: 2.92 1.96 -3.71  0.12
H: 0.20 2.97 -6.96  0.10
H: 2.16 3.58 -5.49  0.10
Si: -0.51 0.20 -1.38  0.33
Cl: 0.67 -2.00 -0.07  0.26
C: -1.82 -0.28 -2.63  -0.16
C: -0.20 2.09 -1.53  -0.16
C: -1.63 0.08 0.16  -0.23
H: -1.76 0.28 -3.56  0.02
H: -2.80 -0.10 -2.18  0.02
H: -1.71 -1.35 -2.83  0.04
H: -1.47 -0.85 0.73  -0.04
H: -2.68 0.03 -0.20  0.05
H: -1.57 0.94 0.84  0.00
H: -0.08 2.36 -2.58  0.02
H: 0.70 2.42 -1.01  -0.04
H: -1.05 2.69 -1.17  0.01
Br: -1.74 -2.05 7.95  0.73
C: -1.23 -0.50 6.99  -0.66
C: -1.73 0.76 7.37  -0.11
C: -1.38 1.88 6.61  -0.04
C: -0.60 1.67 5.45  -0.13
N: -0.18 0.47 5.07  0.05
C: -0.38 -0.58 5.87  -0.19
H: -2.35 0.84 8.27  0.11
H: -1.70 2.88 6.86  0.10
H: -0.32 2.52 4.81  0.10
H: 0.11 -1.51 5.61  0.10

LUMO (alpha / beta): 0.216 / 0.215 eV
Spin multiplicity: 3
Frontier orbital gap (alpha / beta): 8.00 / 8.00 eV


Values of ΔE to the lowest compared entry with this formula, charge and spin, in order: 77.1 27.1 298.6, all in kJ/mol.